The following is a quantum chemistry calculation of a structure of composition C26H41BrN6P2Pd, from the OMol25 dataset.

Results
Spin multiplicity ... 5
HOMO level (alpha / beta) ... -17.8 / -17.8 eV
Net charge ... +4
Orbital gap (alpha / beta) ... 6.15 / 3.38 eV
Energy above the lowest of the compared OMol25 structures with the same formula, charge and spin ... 4.8743 eV

CARTESIAN COORDINATES (ANGSTROEM)
1 C -0.8155 6.6011 -3.5155
2 C -0.9054 5.2389 -3.9260
3 C -1.3049 5.0650 -5.2675
4 C -1.3746 6.1809 -6.1265
5 N -1.1884 7.4569 -5.7852
6 C -0.9181 7.6156 -4.4877
7 C -0.6724 4.0730 -3.0819
8 C -0.5838 3.3062 -2.0934
9 C -1.0766 2.8152 -0.8406
10 C -0.1968 2.7719 0.2617
11 C -0.5525 1.8984 1.2825
12 C -1.9199 1.5580 1.4709
13 C -2.9304 1.8081 0.4554
14 C -2.4333 2.3729 -0.7374
15 Pd 0.3382 0.2263 -1.2793
16 P 1.9977 -1.2517 1.0170
17 H -1.5781 4.0655 -5.6204
18 H -0.6931 6.8575 -2.4565
19 H -1.6002 6.0168 -7.1664
20 H -0.7722 8.6415 -4.1913
21 H -3.1058 2.5153 -1.6276
22 H 0.7109 3.3843 0.2964
23 H -4.0306 1.5483 0.4613
24 H 0.1684 1.8019 2.0973
25 C 1.8520 -2.8353 2.0432
26 C 2.7485 -4.0543 1.6914
27 H 0.7821 -3.1493 2.0345
28 H 2.0638 -2.5244 3.0900
29 H 2.6182 -4.8059 2.4922
30 H 2.4568 -4.5366 0.7411
31 H 3.8249 -3.8171 1.6435
32 C 2.5412 -1.6862 -0.6596
33 C 3.1783 -0.4866 -1.3219
34 H 1.5954 -1.9323 -1.1910
35 H 3.1777 -2.5645 -0.5393
36 H 2.9857 -0.5872 -2.3866
37 H 2.7216 0.4651 -0.9967
38 H 4.2521 -0.4324 -1.1920
39 C 3.3783 -0.3687 1.8240
40 C 4.7684 -0.9776 1.7835
41 H 3.0441 -0.2032 2.8632
42 H 3.3684 0.6157 1.3290
43 H 5.4766 -0.1836 2.0313
44 H 4.9206 -1.7546 2.5432
45 H 5.0619 -1.3823 0.8119
46 Br -2.2515 0.3953 2.8915
47 P -2.2002 -2.9791 -0.7633
48 C -0.4617 -3.4510 -0.9129
49 C -0.1348 -4.9271 -1.2071
50 H -0.0538 -3.1237 0.0679
51 H -0.0754 -2.8129 -1.7459
52 H 0.9449 -5.0411 -1.3566
53 H -0.3944 -5.6180 -0.4010
54 H -0.6314 -5.2897 -2.1062
55 C -2.9156 -3.2564 0.8797
56 C -4.4258 -3.5177 0.9337
57 H -2.6318 -2.3687 1.4567
58 H -2.3838 -4.1519 1.2452
59 H -4.7722 -3.5618 1.9692
60 H -5.0599 -2.7942 0.4258
61 H -4.6439 -4.4917 0.4938
62 C -2.5753 -1.3492 -1.3748
63 C -2.9027 -1.3372 -2.8840
64 H -1.6142 -0.7493 -1.1445
65 H -3.4269 -0.9736 -0.7709
66 H -3.1948 -0.3198 -3.1731
67 H -2.0368 -1.5984 -3.5128
68 H -3.7222 -2.0319 -3.1170
69 N 2.5997 1.2116 5.9946
70 N 1.4104 0.7547 5.4626
71 N 0.4290 1.7332 5.5285
72 C -0.2676 1.4675 4.4424
73 N 0.2734 0.4464 3.7059
74 N 1.3958 0.0693 4.2518
75 H 3.1918 0.4032 6.1611
76 H 2.2753 1.8305 6.7416
77 H -1.1222 2.0667 4.0438

These are the Mulliken partial charges, in e, on atoms 1 to 6: atom 1 (C): -0.297, atom 2 (C): 0.687, atom 3 (C): -0.319, atom 4 (C): -0.387, atom 5 (N): 0.086, atom 6 (C): -0.349